1.
{"formula": "C15H36BrN2O10S2", "method": "ωB97M-V/def2-TZVPD", "elements": ["Br", "S", "S", "O", "O", "O", "O", "O", "O", "O", "O", "O", "O", "N", "N", "C", "C", "C", "C", "C", "C", "C", "C", "C", "C", "C", "C", "C", "C", "C", "H", "H", "H", "H", "H", "H", "H", "H", "H", "H", "H", "H", "H", "H", "H", "H", "H", "H", "H", "H", "H", "H", "H", "H", "H", "H", "H", "H", "H", "H", "H", "H", "H", "H", "H", "H"], "coordinates": [[-0.018, 1.170, -0.506], [2.287, 0.441, 1.334], [3.343, -2.066, 2.069], [3.745, -2.622, 3.329], [1.963, 1.650, 2.057], [0.529, -6.525, -3.124], [-2.838, -6.153, -2.193], [-0.612, -4.121, -1.592], [4.249, -2.125, 0.954], [3.108, 0.547, 0.158], [-1.125, 5.391, 1.325], [1.911, 5.759, 1.604], [-0.533, 8.196, 0.228], [2.779, -0.611, 2.408], [2.065, -3.035, 1.557], [-1.085, 8.846, -0.887], [1.208, 4.642, 1.066], [-0.078, 5.077, 0.412], [0.663, -0.154, 0.747], [2.822, 5.362, 2.604], [1.060, -5.887, -1.973], [-0.304, -0.333, 1.908], [1.439, -6.556, -4.196], [-1.503, 7.813, 1.184], [-2.862, -4.746, -2.357], [-1.044, 6.626, 2.002], [-3.904, -6.628, -1.410], [-1.642, -0.950, 1.502], [-1.492, -4.205, -2.696], [-0.036, -5.319, -1.102], [1.740, -5.078, -2.266], [-3.219, -4.263, -1.439], [-0.274, 9.042, -1.586], [2.016, -3.036, 0.547], [0.796, -1.075, 0.184], [2.317, 4.814, 3.408], [-1.630, -3.170, -3.018], [-0.430, 0.628, 2.407], [0.926, -7.006, -5.045], [-0.800, -6.072, -0.895], [-3.552, -4.487, -3.173], [1.839, 4.142, 0.320], [3.272, 6.266, 3.014], [1.183, -2.767, 1.974], [2.325, -7.157, -3.959], [1.630, -6.616, -1.382], [0.428, -5.039, -0.154], [-4.873, -6.455, -1.897], [3.610, 4.718, 2.199], [-3.918, -6.150, -0.423], [-1.691, 8.656, 1.866], [-2.005, -0.530, 0.563], [1.766, -5.547, -4.471], [-1.553, -2.032, 1.374], [-1.554, 9.800, -0.612], [-1.836, 8.219, -1.384], [0.994, 3.913, 1.852], [-1.741, 6.536, 2.841], [-2.447, 7.557, 0.686], [-3.762, -7.699, -1.281], [-1.051, -4.765, -3.524], [-2.398, -0.766, 2.268], [-0.447, 4.222, -0.154], [0.192, -0.987, 2.631], [0.093, 5.901, -0.287], [-0.044, 6.802, 2.405]], "atomic_forces_ev_per_a": [[-0.0337, -0.0428, -0.1440], [0.1588, 0.0010, 0.0692], [0.1592, 0.0364, 0.1101], [0.0803, -0.0077, -0.0113], [0.0843, 0.0528, -0.0433], [-0.0738, 0.1654, -0.0441], [0.1172, 0.0292, 0.1307], [0.0349, 0.0913, 0.0596], [0.0426, -0.0394, 0.0532], [-0.0397, 0.0470, -0.0292], [-0.0813, -0.0090, -0.0642], [-0.1820, -0.0012, 0.1294], [-0.0034, -0.1674, -0.0630], [-0.3830, -0.2293, -0.2500], [-0.0916, -0.0156, -0.1148], [0.0269, 0.0686, 0.0341], [0.1057, 0.0887, -0.0175], [0.0549, -0.0270, -0.1138], [-0.0032, 0.0405, 0.4252], [0.0869, 0.0251, -0.0508], [0.0311, -0.0971, -0.0141], [-0.0659, -0.1824, -0.0488], [0.0123, -0.0878, 0.0240], [-0.0107, 0.0995, 0.0198], [-0.0692, -0.0417, -0.0592], [0.0158, 0.0184, 0.1078], [-0.0275, -0.0266, -0.0745], [0.0325, 0.0036, 0.0327], [-0.0109, 0.0625, -0.0658], [0.0138, -0.0425, 0.1329], [-0.0107, 0.0223, 0.0025], [0.0165, 0.0077, 0.0117], [0.0019, 0.0153, 0.0053], [-0.0260, 0.1188, -0.0088], [0.0686, 0.0839, -0.1022], [0.0074, -0.0174, -0.0121], [0.0211, -0.0063, -0.0268], [-0.0148, 0.0345, -0.0929], [0.0054, -0.0150, 0.0046], [0.0233, -0.0406, -0.1174], [-0.0441, 0.0446, 0.0441], [-0.0274, -0.1011, 0.0230], [0.0129, -0.0028, -0.0210], [-0.0029, -0.0446, 0.0553], [0.0135, 0.0149, 0.0031], [0.0678, 0.0412, -0.0020], [-0.0252, -0.0115, 0.0124], [-0.0056, 0.0168, 0.0150], [-0.0159, -0.0276, 0.0092], [-0.0108, 0.0081, -0.0034], [-0.0704, 0.0031, -0.0173], [-0.0244, 0.0291, 0.0535], [0.0103, -0.0023, 0.0067], [0.0019, 0.0276, -0.0666], [-0.0165, -0.0066, -0.0018], [-0.0074, 0.0064, 0.0059], [-0.0088, -0.0550, -0.0094], [0.0393, 0.0153, 0.0342], [0.0075, -0.0236, -0.0142], [-0.0116, -0.0034, -0.0163], [-0.0326, -0.0861, 0.0555], [0.0184, -0.0453, -0.0079], [-0.0413, 0.0004, 0.0004], [0.0183, 0.1245, 0.0608], [0.0589, 0.0421, 0.0871], [0.0219, 0.0204, -0.0904]], "mulliken_charge": [-0.11, 1.14, 1.11, -0.69, -0.63, -0.27, -0.27, -0.29, -0.64, -0.68, -0.44, -0.33, -0.26, -0.48, -0.58, -0.77, -0.29, -0.32, -0.28, -0.69, -0.56, -0.39, -0.76, -0.56, -0.57, -0.40, -0.77, -1.09, -0.42, -0.55, 0.35, 0.32, 0.23, 0.28, 0.24, 0.30, 0.37, 0.28, 0.23, 0.20, 0.42, 0.41, 0.24, 0.28, 0.32, 0.40, 0.45, 0.32, 0.30, 0.33, 0.39, 0.29, 0.34, 0.21, 0.32, 0.32, 0.22, 0.38, 0.34, 0.23, 0.18, 0.39, 0.24, 0.35, 0.18, 0.21], "e_tot_ev": -131305.43839, "total_charge": -1, "multiplicity": 1, "homo_lumo_gap_ev": 8.6}

---

2.
{"formula": "C15H36Cl2N3", "method": "ωB97M-V/def2-TZVPD", "elements": ["Cl", "Cl", "N", "N", "N", "C", "C", "C", "C", "C", "C", "C", "C", "C", "C", "C", "C", "C", "C", "C", "H", "H", "H", "H", "H", "H", "H", "H", "H", "H", "H", "H", "H", "H", "H", "H", "H", "H", "H", "H", "H", "H", "H", "H", "H", "H", "H", "H", "H", "H", "H", "H", "H", "H", "H", "H"], "coordinates": [[1.292, 6.393, -2.281], [3.508, 3.939, 0.326], [2.097, 7.337, 0.495], [0.069, 0.857, 2.438], [-2.093, -4.188, -1.247], [-2.676, -2.985, -0.672], [-3.688, -4.743, -3.175], [3.453, 5.521, -0.580], [1.093, 1.435, 0.159], [-3.027, -5.125, -1.844], [-0.938, -0.067, 1.956], [1.184, 0.254, 3.151], [-0.890, -3.982, -2.039], [2.018, -0.804, 2.416], [4.698, 6.321, -0.249], [2.120, 6.234, -0.196], [-1.507, -0.969, 3.041], [0.196, -3.222, -1.292], [0.422, 1.883, 1.459], [-3.112, -1.866, -1.626], [2.600, -1.382, 3.138], [-2.487, -6.067, -1.987], [-4.466, -3.991, -3.046], [0.580, 0.584, -0.297], [3.458, 5.218, -1.621], [1.064, 2.614, 1.956], [-0.099, -2.198, -1.061], [1.832, 1.072, 3.476], [-1.753, 0.532, 1.539], [-3.806, -5.333, -1.104], [-4.154, -5.625, -3.619], [-3.527, -3.288, -0.056], [4.530, 7.366, -0.517], [-0.576, -0.706, 1.131], [-0.754, -1.642, 3.456], [-2.298, -1.592, 2.618], [-2.378, -1.701, -2.416], [-1.948, -2.567, 0.027], [2.672, 8.060, 0.061], [-1.931, -0.385, 3.860], [2.139, 1.171, 0.305], [-0.514, -4.976, -2.301], [-3.210, -0.930, -1.072], [4.921, 6.279, 0.818], [1.429, 5.491, 0.212], [5.560, 5.939, -0.800], [0.446, -3.726, -0.357], [1.385, -1.505, 1.868], [-2.960, -4.359, -3.890], [1.074, 2.260, -0.554], [2.717, -0.361, 1.709], [-0.499, 2.416, 1.211], [0.795, -0.194, 4.069], [-4.074, -2.068, -2.095], [-1.084, -3.467, -2.994], [1.095, -3.166, -1.906]], "atomic_forces_ev_per_a": [[-0.3443, 0.0020, -0.7031], [0.0871, 0.0336, 0.0589], [-0.7033, 0.3521, -0.9442], [0.0010, -0.0366, -0.0125], [0.0159, 0.0541, -0.0529], [-0.0122, 0.1087, 0.1131], [-0.0243, -0.0138, -0.0008], [-0.0911, 0.3624, -0.6137], [-0.0193, 0.0201, -0.0619], [0.0040, -0.0683, 0.0520], [0.0165, -0.0627, 0.0060], [0.0049, 0.0321, 0.0329], [-0.0401, -0.0033, 0.0245], [0.0195, 0.0033, 0.0135], [0.0170, -0.0463, 0.0385], [0.9095, -0.4910, 2.4477], [-0.0524, -0.0539, -0.0079], [0.0311, -0.0347, 0.0021], [-0.0193, 0.0958, 0.0390], [-0.0199, 0.0093, 0.0093], [0.0096, 0.0027, -0.0021], [0.0271, 0.0200, -0.0107], [0.0300, 0.0235, -0.0021], [-0.0228, 0.0050, 0.0127], [-0.0988, 0.0046, 0.0515], [0.0076, -0.0153, -0.0044], [0.0007, 0.0011, -0.0175], [0.0155, -0.0097, -0.0328], [0.0440, 0.0183, -0.0362], [-0.0003, 0.0138, -0.0073], [-0.0063, 0.0070, -0.0006], [0.0055, -0.0598, -0.0359], [0.0785, -0.0785, -0.0837], [-0.0064, 0.0005, -0.0088], [0.0085, 0.0029, -0.0174], [-0.0112, 0.0094, 0.0179], [0.0064, 0.0197, 0.0201], [0.0180, -0.0257, -0.0023], [0.4697, -0.2199, 0.3437], [0.0430, 0.0339, -0.0080], [-0.0172, -0.0298, 0.0001], [0.0039, 0.0166, -0.0203], [0.0019, 0.0008, -0.0040], [-0.0925, 0.0740, -0.0330], [-0.1652, -0.0088, -0.5544], [-0.0344, 0.0183, 0.0270], [-0.0208, 0.0207, 0.0097], [0.0044, -0.0104, 0.0208], [-0.0032, -0.0144, 0.0004], [0.0169, -0.0173, 0.0023], [-0.0387, -0.0033, -0.0339], [-0.0227, -0.0394, 0.0040], [-0.0396, 0.0041, -0.0118], [0.0322, -0.0280, -0.0424], [-0.0266, 0.0150, 0.0061], [0.0033, -0.0142, 0.0129]], "mulliken_charge": [-0.62, -0.29, -0.81, 0.15, 0.12, -0.57, -0.98, 0.26, -0.87, -0.72, -0.05, -0.76, -0.41, -0.74, -1.28, -0.15, -1.50, -1.13, -0.53, -1.15, 0.38, 0.42, 0.23, 0.13, 0.34, 0.36, -0.02, 0.41, 0.44, 0.35, 0.39, 0.32, 0.31, -0.01, 0.30, 0.42, 0.25, 0.27, 0.23, 0.37, 0.20, 0.48, 0.42, 0.32, 0.36, 0.34, 0.32, 0.07, 0.28, 0.40, 0.27, 0.27, 0.36, 0.34, 0.24, 0.49], "e_tot_ev": -45654.69228, "total_charge": -1, "multiplicity": 1, "homo_lumo_gap_ev": 6.3}

---

3.
{"formula": "C15H36IN2O9PS", "method": "ωB97M-V/def2-TZVPD", "elements": ["I", "S", "P", "O", "O", "O", "O", "O", "O", "O", "O", "O", "N", "N", "C", "C", "C", "C", "C", "C", "C", "C", "C", "C", "C", "C", "C", "C", "C", "H", "H", "H", "H", "H", "H", "H", "H", "H", "H", "H", "H", "H", "H", "H", "H", "H", "H", "H", "H", "H", "H", "H", "H", "H", "H", "H", "H", "H", "H", "H", "H", "H", "H", "H", "H"], "coordinates": [[0.485, 0.871, 3.427], [-1.598, -0.784, 1.143], [-2.199, 2.759, 3.281], [-2.713, -1.157, 0.321], [-3.668, 2.509, 3.308], [-7.281, -4.322, 0.952], [4.086, 0.424, -2.523], [-0.741, -1.859, 1.560], [-0.661, 0.338, 0.389], [0.337, 3.446, 1.163], [-2.119, 0.168, 2.381], [3.770, 3.015, 2.147], [6.162, 1.226, -4.379], [-5.173, -5.650, 2.432], [-1.244, 1.585, 0.831], [-1.342, 1.388, 2.339], [2.611, 3.733, 1.809], [-5.969, -4.405, 0.426], [1.657, 3.004, 0.848], [4.691, -0.524, -3.385], [4.328, 0.972, 0.914], [-7.654, -3.047, 1.444], [4.483, 2.504, 1.019], [-4.861, -4.582, 1.475], [2.774, 0.816, -2.883], [5.308, 0.067, -4.661], [-0.628, 2.883, 0.296], [4.284, 0.454, -5.724], [-4.529, -3.307, 2.240], [-5.266, -3.085, 3.012], [-7.205, -2.243, 0.854], [-0.191, 2.757, -0.697], [-8.739, -2.972, 1.372], [1.766, 1.920, 0.884], [5.260, 0.497, 1.216], [-4.465, -2.452, 1.569], [4.015, 0.629, -0.071], [3.581, 0.631, 1.632], [2.054, 3.885, 2.736], [2.262, 1.127, -1.969], [-3.566, -3.410, 2.742], [-1.451, 3.596, 0.240], [-6.098, -5.463, 2.810], [4.775, 0.585, -6.688], [2.829, 4.731, 1.411], [1.865, 3.322, -0.183], [3.521, -0.319, -5.839], [-5.281, -6.528, 1.931], [5.942, -0.714, -5.091], [2.215, -0.009, -3.331], [3.982, -1.327, -3.621], [-1.852, 3.982, 2.670], [6.919, 0.943, -3.763], [4.228, 3.026, 0.094], [-7.377, -2.932, 2.494], [3.786, 1.394, -5.490], [2.789, 1.668, -3.567], [5.537, 2.714, 1.209], [-5.765, -3.542, -0.221], [5.496, -0.973, -2.797], [-1.583, 2.748, 4.546], [-2.264, 1.574, 0.423], [-3.959, -4.878, 0.930], [5.618, 1.881, -3.824], [-5.973, -5.290, -0.215]], "atomic_forces_ev_per_a": [[-0.0536, 0.4732, -0.2720], [0.4411, -2.0353, -0.9501], [-2.0066, -0.7157, 0.2730], [0.5443, 1.1363, 0.7393], [0.8419, 0.3279, -0.0932], [0.0396, 0.1180, -0.0108], [-0.1401, -0.0017, -0.0940], [-0.5963, 1.5133, 0.1793], [-0.8905, -0.4243, 0.7847], [-0.0529, -0.3731, -0.1445], [0.5677, -0.1703, -0.7929], [-0.1334, 0.1745, -0.4509], [0.0099, -0.1482, 0.1604], [-0.0582, -0.0567, -0.1869], [0.1767, 0.6385, -0.6083], [0.1630, -0.2373, 0.3228], [-0.5822, -0.2138, 0.2918], [0.0896, -0.1397, -0.1429], [0.3366, 0.7436, -0.3378], [0.1906, -0.1509, 0.0250], [-0.1680, 0.2484, 0.1956], [-0.1137, -0.1652, 0.0384], [0.5056, -0.5298, 0.3829], [-0.1678, 0.0876, 0.2122], [0.1213, 0.1157, 0.1524], [-0.1580, 0.2358, 0.0279], [0.5414, -0.1473, 0.6717], [-0.0288, -0.0815, -0.1287], [0.1043, 0.0931, 0.0464], [-0.0599, -0.0566, -0.0275], [0.0493, 0.0163, 0.0238], [-0.2773, -0.2005, -0.1254], [0.0072, -0.0300, -0.0336], [-0.1010, -0.0751, 0.2776], [0.0084, -0.1588, -0.2481], [-0.0219, 0.0164, -0.0125], [0.2395, 0.0077, -0.0813], [-0.0853, 0.1018, 0.0301], [0.1046, -0.0382, 0.0290], [0.0197, -0.0476, 0.0220], [-0.0161, -0.0540, 0.0070], [0.0162, 0.0437, -0.0898], [0.0427, 0.0318, 0.0736], [0.0349, 0.0304, 0.0318], [0.2018, -0.0507, -0.0904], [0.0145, -0.1533, -0.0090], [-0.0022, 0.0088, 0.0143], [0.0896, -0.0091, 0.0362], [0.0166, -0.0485, 0.0709], [-0.0038, -0.0006, -0.0431], [-0.0499, 0.0515, -0.0729], [0.4730, -0.2739, -0.0045], [0.0536, 0.0045, -0.0966], [-0.2290, 0.0164, 0.0160], [0.0561, 0.1230, -0.0159], [0.0039, 0.0038, 0.0717], [-0.0863, -0.0550, -0.0861], [-0.0345, 0.1651, -0.0371], [0.0344, 0.0625, 0.0761], [-0.0068, 0.0493, 0.0427], [0.2039, 0.0949, -0.2464], [-0.1276, 0.1034, 0.3266], [-0.0328, -0.0287, -0.0696], [-0.0063, 0.0524, -0.0811], [-0.0527, -0.0182, 0.0306]], "mulliken_charge": [0.21, 1.14, 0.49, -0.56, -0.64, -0.41, -0.23, -0.57, -0.20, -0.41, -0.25, -0.43, -0.73, -0.75, 0.09, -0.01, -0.74, -0.80, -0.36, -0.84, -0.75, -0.62, -0.35, 0.57, -0.36, 0.35, -1.05, -1.39, -1.42, 0.21, 0.27, 0.41, 0.27, 0.30, 0.35, 0.28, 0.04, 0.29, 0.38, -0.09, 0.39, 0.61, 0.31, 0.35, 0.26, 0.41, 0.34, 0.27, 0.42, 0.35, 0.42, 0.06, 0.27, 0.31, 0.23, 0.29, 0.21, 0.43, 0.41, 0.33, 0.08, 0.48, 0.41, 0.30, 0.37], "e_tot_ev": -65767.22571, "total_charge": 0, "multiplicity": 1, "homo_lumo_gap_ev": 8.4}